Entry 1:
Molecular formula: C5H10O2
Method: DFT, wB97M-V/def2-TZVPD

- SMILES = COC(C)(C)C=O
- relative energy (zero: lowest compared OMol25 entry of this formula, charge and spin) (kJ/mol) = 158.8
- lowest unoccupied orbital energy (eV) = 0.923
- total charge = 0

Last columns: bonded neighbours and bond lengths (Å).
Cartesian coordinates (Å):
1 C 2.0493 0.0643 -0.2170  O2 1.413, H8 1.100, H9 1.092, H10 1.097
2 O 1.0007 0.1028 0.7293  C1 1.413, C3 1.425
3 C -0.3107 -0.0398 0.1909  O2 1.425, C4 1.523, C5 1.527, C6 1.529
4 C -0.6160 0.9435 -0.9309  C3 1.523, H11 1.093, H12 1.095, H13 1.093
5 C -1.2557 0.1488 1.3748  C3 1.527, H14 1.094, H15 1.095, H16 1.094
6 C -0.4267 -1.4895 -0.2804  C3 1.529, O7 1.206, H17 1.112
7 O -0.7371 -1.8382 -1.3928  C6 1.206
8 H 1.9487 -0.7757 -0.9197  C1 1.100
9 H 2.9766 -0.0598 0.3464  C1 1.092
10 H 2.1138 0.9932 -0.7978  C1 1.097
11 H -0.0567 0.7188 -1.8429  C4 1.093
12 H -0.3717 1.9579 -0.5998  C4 1.095
13 H -1.6794 0.9054 -1.1825  C4 1.093
14 H -1.2723 1.2004 1.6750  C5 1.094
15 H -2.2744 -0.1553 1.1115  C5 1.095
16 H -0.9164 -0.4448 2.2289  C5 1.094
17 H -0.1722 -2.2321 0.5071  C6 1.112

Löwdin population analysis, charges in e, atoms 1 to 2: number 1, C, carries -0.09; number 2, O, carries -0.15

=====

Entry 2:
Molecular formula: C5H10O2
Method: DFT, wB97M-V/def2-TZVPD

- relative energy (zero: lowest compared OMol25 entry of this formula, charge and spin) (kJ/mol) = 509.2
- lowest unoccupied orbital energy (eV) = 0.021
- total charge = 0

Last columns: bonded neighbours and bond lengths (Å).
Cartesian coordinates (Å):
1 O -0.1949 -0.4254 2.2447  C2 1.419, H8 0.965
2 C -1.1923 0.3237 1.5692  O1 1.419, C3 1.525, H9 1.101, H10 1.101
3 C -0.5872 0.8239 0.2618  C2 1.525, C4 1.510, H11 1.099, H12 1.096
4 C -0.1490 -0.3122 -0.6308  C3 1.510, C5 1.897, C7 1.402, H13 1.091
5 C 0.9877 0.2790 -2.0299  C4 1.897, O6 1.290, H14 1.109, H15 1.115
6 O 1.7215 -0.7481 -2.2967  C5 1.290
7 C 1.0018 -1.0424 -0.3024  C4 1.402, H16 1.083, H17 1.087
8 H -0.6189 -0.9355 2.9451  O1 0.965
9 H -1.5226 1.1782 2.1801  C2 1.101
10 H -2.0756 -0.2980 1.3561  C2 1.101
11 H 0.2705 1.4653 0.5070  C3 1.099
12 H -1.3255 1.4496 -0.2533  C3 1.096
13 H -0.9499 -0.8909 -1.0923  C4 1.091
14 H 1.3757 1.1111 -1.4080  C5 1.109
15 H 0.3623 0.7113 -2.8457  C5 1.115
16 H 1.1265 -2.0933 -0.5300  C7 1.083
17 H 1.7700 -0.5965 0.3249  C7 1.087

Löwdin population analysis, charges in e, atoms 1 to 2: number 1, O, carries -0.07; number 2, C, carries -0.27

=====

Entry 3:
Molecular formula: C5H10O2
Method: DFT, wB97M-V/def2-TZVPD

- SMILES = CCO[C@@H](C)C=O
- relative energy (zero: lowest compared OMol25 entry of this formula, charge and spin) (kJ/mol) = 162.9
- lowest unoccupied orbital energy (eV) = 1.033
- total charge = 0

Last columns: bonded neighbours and bond lengths (Å).
Cartesian coordinates (Å):
1 C 2.0352 -0.8866 -0.4785  C2 1.522, H8 1.096, H9 1.094, H10 1.094
2 C 1.2491 -0.5843 0.7894  C1 1.522, O3 1.422, H11 1.100, H12 1.094
3 O 0.3891 0.5389 0.6468  C2 1.422, C4 1.410
4 C -0.9460 0.2363 0.3084  O3 1.410, C5 1.522, C6 1.522, H13 1.101
5 C -1.7457 1.5235 0.4496  C4 1.522, H14 1.094, H15 1.093, H16 1.095
6 C -1.0365 -0.2637 -1.1268  C4 1.522, O7 1.207, H17 1.112
7 O -1.6339 -1.2548 -1.4682  C6 1.207
8 H 2.7927 -1.6543 -0.2849  C1 1.096
9 H 1.3919 -1.2488 -1.2862  C1 1.094
10 H 2.5395 0.0219 -0.8208  C1 1.094
11 H 0.6717 -1.4625 1.1132  C2 1.100
12 H 1.9417 -0.3259 1.5952  C2 1.094
13 H -1.3492 -0.5537 0.9604  C4 1.101
14 H -2.8072 1.3491 0.2496  C5 1.094
15 H -1.6279 1.9147 1.4635  C5 1.093
16 H -1.3715 2.2789 -0.2494  C5 1.095
17 H -0.4933 0.3714 -1.8611  C6 1.112

Löwdin population analysis, charges in e, atoms 1 to 2: number 1, C, carries -0.07; number 2, C, carries -0.25

=====

Entry 4:
Molecular formula: C5H10O2
Method: DFT, wB97M-V/def2-TZVPD

- SMILES = C[C@@]1(O)CCOC1
- relative energy (zero: lowest compared OMol25 entry of this formula, charge and spin) (kJ/mol) = 304.6
- lowest unoccupied orbital energy (eV) = 0.880
- total charge = 0

Last columns: bonded neighbours and bond lengths (Å).
Cartesian coordinates (Å):
1 C 0.3638 -1.1194 -1.6451  C2 1.536, H8 1.101, H9 1.099, H10 1.094
2 C 0.3148 -0.4014 -0.2886  C1 1.536, O3 1.421, C4 1.532, C7 1.514
3 O 1.5579 -0.3827 0.3993  C2 1.421, H11 1.110
4 C -0.1767 1.0449 -0.4073  C2 1.532, C5 1.540, H12 1.095, H13 1.093
5 C -0.4733 1.4517 1.0482  C4 1.540, O6 1.454, H14 1.092, H15 1.101
6 O -0.0705 0.3400 1.8947  C5 1.454, C7 1.692
7 C -0.4400 -0.9727 0.8923  C2 1.514, O6 1.692, H16 1.112, H17 1.073
8 H -0.6063 -1.1075 -2.1657  C1 1.101
9 H 1.0861 -0.5978 -2.2879  C1 1.099
10 H 0.6983 -2.1572 -1.5567  C1 1.094
11 H 1.1837 0.0968 1.3282  O3 1.110
12 H -1.0725 1.1396 -1.0296  C4 1.095
13 H 0.6316 1.6239 -0.8611  C4 1.093
14 H -1.5410 1.5978 1.2252  C5 1.092
15 H 0.0348 2.3916 1.3152  C5 1.101
16 H -0.0090 -1.9731 1.1157  C7 1.112
17 H -1.4929 -0.9187 1.0925  C7 1.073

Löwdin population analysis, charges in e, atoms 1 to 2: number 1, C, carries 0.00; number 2, C, carries -0.60

=====

Entry 5:
Molecular formula: C5H10O2
Method: DFT, wB97M-V/def2-TZVPD

- relative energy (zero: lowest compared OMol25 entry of this formula, charge and spin) (kJ/mol) = 364.8
- lowest unoccupied orbital energy (eV) = 0.273
- total charge = 0

Last columns: bonded neighbours and bond lengths (Å).
Cartesian coordinates (Å):
1 C 2.1332 -0.5097 0.2978  C3 1.482, H7 1.089, H8 1.098, H12 1.091
2 C -1.0887 1.5723 -0.3685  C4 1.510, H9 1.094, H10 1.092, H11 1.093
3 C 0.9432 0.0645 -0.3733  C1 1.482, C4 1.417, H5 1.082
4 C -0.1516 0.6199 0.3348  C2 1.510, C3 1.417, H6 1.087, C13 1.846
5 H 1.0240 0.2249 -1.4403  C3 1.082
6 H 0.0164 0.8153 1.3909  C4 1.087
7 H 2.5900 -1.2971 -0.2995  C1 1.089
8 H 2.8688 0.2959 0.4226  C1 1.098
9 H -0.6773 2.5831 -0.4420  C2 1.094
10 H -2.0373 1.6327 0.1682  C2 1.092
11 H -1.2995 1.2228 -1.3823  C2 1.093
12 H 1.8975 -0.8881 1.2935  C1 1.091
13 C -0.8065 -1.1039 0.2451  C4 1.846, O14 1.373, O15 1.308, H17 1.099
14 O -2.1733 -1.1294 0.3756  C13 1.373, H16 0.969
15 O -0.3223 -1.5384 -0.8893  C13 1.308
16 H -2.5259 -1.0922 -0.5265  O14 0.969
17 H -0.3907 -1.4727 1.1932  C13 1.099

Löwdin population analysis, charges in e, atoms 1 to 2: number 1, C, carries -0.05; number 2, C, carries -0.08

=====

Entry 6:
Molecular formula: C5H10O2
Method: DFT, wB97M-V/def2-TZVPD

- SMILES = CC(=O)[C@H]1CCO1.[H][H]
- relative energy (zero: lowest compared OMol25 entry of this formula, charge and spin) (kJ/mol) = 291.4
- lowest unoccupied orbital energy (eV) = 0.953
- total charge = 0

Last columns: bonded neighbours and bond lengths (Å).
Cartesian coordinates (Å):
1 C 1.6468 -1.4331 0.8416  C2 1.508, H8 1.091, H9 1.095, H10 1.095
2 C 0.9682 -0.5481 -0.1734  C1 1.508, O3 1.213, C4 1.525
3 O 1.2605 -0.5574 -1.3507  C2 1.213
4 C -0.1445 0.3375 0.3783  C2 1.525, C5 1.528, O7 1.441, H11 1.100
5 C -1.1952 0.8326 -0.6147  C4 1.528, C6 1.535, H12 1.092, H13 1.091
6 C -2.1352 -0.1210 0.1358  C5 1.535, O7 1.443, H14 1.096, H15 1.095
7 O -1.1035 -0.4791 1.0787  C4 1.441, C6 1.443
8 H 2.5912 -1.8011 0.4367  C1 1.091
9 H 1.8138 -0.9007 1.7838  C1 1.095
10 H 0.9863 -2.2781 1.0622  C1 1.095
11 H 0.2935 1.1001 1.0398  C4 1.100
12 H -1.4428 1.8921 -0.5238  C5 1.092
13 H -0.9779 0.5869 -1.6556  C5 1.091
14 H -2.4774 -0.9905 -0.4375  C6 1.096
15 H -2.9901 0.3411 0.6406  C6 1.095
16 H 1.4419 2.4133 -1.2831  H17 0.745
17 H 1.3927 1.7250 -1.5632  H16 0.745

Löwdin population analysis, charges in e, atoms 1 to 2: number 1, C, carries 0.00; number 2, C, carries -0.40

=====

Entry 7:
Molecular formula: C5H10O2
Method: DFT, wB97M-V/def2-TZVPD

- SMILES = C=C[C@H](O)COC
- relative energy (zero: lowest compared OMol25 entry of this formula, charge and spin) (kJ/mol) = 338.3
- lowest unoccupied orbital energy (eV) = 0.988
- total charge = 0

Last columns: bonded neighbours and bond lengths (Å).
Cartesian coordinates (Å):
1 C 0.8107 0.9810 -0.9667  C2 1.335, H8 1.087, H9 1.083
2 C -0.3986 0.4671 -1.2051  C1 1.335, C3 1.493, H10 1.086
3 C -1.3707 0.5229 -0.0740  C2 1.493, O4 1.423, C5 1.585, H11 1.105
4 O -1.7502 1.8348 0.3268  C3 1.423, H12 0.967
5 C -0.5638 -0.1777 1.0964  C3 1.585, O6 1.452, H13 1.095, H14 1.090
6 O 0.8713 -0.2895 0.9095  C5 1.452, C7 1.419
7 C 1.3695 -1.5035 0.3694  O6 1.419, H15 1.098, H16 1.092, H17 1.104
8 H 0.9664 1.7158 -0.1809  C1 1.087
9 H 1.6975 0.6663 -1.5028  C1 1.083
10 H -0.5479 -0.3227 -1.9350  C2 1.086
11 H -2.2867 -0.0516 -0.3023  C3 1.105
12 H -1.7320 2.3750 -0.4750  O4 0.967
13 H -0.9873 -1.1723 1.2678  C5 1.095
14 H -0.6449 0.4513 1.9832  C5 1.090
15 H 0.7460 -1.8934 -0.4462  C7 1.098
16 H 1.4360 -2.2363 1.1768  C7 1.092
17 H 2.3849 -1.3673 -0.0418  C7 1.104

Löwdin population analysis, charges in e, atoms 1 to 2: number 1, C, carries 0.01; number 2, C, carries -0.15